84
Properties=species:S:1:pos:R:3:forces:R:3:lowdin_spin:R:1 method="wB97M-V/def2-TZVPD" fmax_ev_per_a=1.94 spin_multiplicity=3 lumo_energy_ev="-6.8 / -6.9" de_lowest_kj_mol=465.76 homo_lumo_gap_ev="5.003 / 5.635" s2=2.03 total_charge=+2
W -0.667 -0.037 -0.949 1.7 0.9 0.3 1.507
I -5.070 -3.845 -2.088 0.2 0.2 -0.1 -0.001
S -1.810 2.082 -1.543 0.1 0.1 0.0 0.051
Si 3.399 -4.380 0.085 -0.2 0.1 -0.1 0.000
N -3.571 3.145 0.121 -0.1 0.0 0.2 0.006
N 0.145 1.825 1.649 0.2 0.6 0.1 0.005
N -1.963 -0.874 -2.355 -1.3 -0.8 -0.5 0.045
N 1.243 0.855 -0.695 0.7 0.5 0.1 0.012
N 0.639 -1.835 -0.996 0.1 0.1 0.4 0.010
N -0.854 1.056 0.946 -0.5 0.3 -0.4 0.010
N -2.078 1.735 1.129 -0.3 0.4 0.9 0.013
N 1.484 -1.065 1.235 0.0 0.1 0.0 0.006
C 1.531 -1.956 0.116 0.4 0.0 0.4 0.004
C 0.979 -0.916 -2.104 -0.1 0.3 -0.5 0.009
C 5.196 -4.217 0.592 -0.2 0.0 -0.1 0.000
C 1.154 2.505 1.022 -0.6 0.1 0.8 0.002
C 1.004 -1.466 -3.447 0.0 -0.4 -0.2 0.008
C 1.695 2.029 -0.237 0.5 -0.3 -1.0 0.034
C -5.037 2.371 1.999 0.0 0.1 -0.1 0.000
C 1.341 3.888 3.002 -0.4 -0.2 0.3 0.002
C -4.257 3.518 1.362 0.0 -0.2 0.1 0.001
C 1.286 -2.158 3.817 0.2 -0.1 0.0 0.000
C -2.525 2.329 0.053 0.5 -0.1 -0.5 0.017
C 3.334 2.046 -1.999 0.0 -0.5 -0.3 0.035
C 1.844 0.227 -1.728 -0.7 -0.3 0.1 0.035
C 0.279 -0.957 1.949 0.0 -0.1 0.0 0.002
C 3.187 -4.710 -1.753 0.2 0.0 0.2 0.000
C 0.394 3.088 3.646 0.5 0.4 0.1 0.007
C -2.973 -0.913 -4.518 -0.1 -0.1 0.0 -0.001
C 2.627 -1.868 1.778 0.1 0.1 -0.1 0.001
C 1.720 3.573 1.718 0.1 -0.2 -0.5 0.008
C 2.548 -2.740 0.513 -0.2 -0.3 -0.2 0.003
C 2.914 0.779 -2.399 0.3 0.4 0.0 -0.012
C 2.730 2.670 -0.926 -0.4 0.2 0.6 -0.005
C -2.226 -0.942 1.553 0.0 0.3 0.2 0.031
C -2.825 -1.834 -1.971 -0.1 -0.1 0.0 0.050
C -0.123 -3.442 -2.651 0.0 0.1 0.4 0.002
C 0.028 -3.069 -1.377 0.0 -0.6 -0.3 0.012
C -2.043 -0.430 -3.621 0.1 0.0 0.0 0.028
C -3.859 -1.901 -4.121 0.1 0.0 0.1 0.031
C -0.198 2.091 2.934 -0.2 -0.5 -0.2 0.003
C -0.859 -0.394 1.158 -0.6 -0.7 0.3 0.007
C 0.193 -1.400 3.209 -0.2 0.1 -0.1 -0.005
C 0.426 -2.646 -3.727 0.2 0.3 -0.2 0.005
C 2.401 -2.430 3.142 -0.1 0.0 0.0 -0.002
C -3.780 -2.363 -2.812 -0.2 -0.3 0.1 0.002
C 2.471 -5.638 1.135 0.3 0.0 -0.2 0.000
H 1.444 -5.778 0.791 0.0 0.1 0.0 0.000
H -0.247 -3.697 -0.540 -0.1 0.1 0.0 0.001
H -0.714 -1.266 3.785 0.0 0.0 -0.1 0.000
H -3.006 -0.517 -5.523 0.1 0.0 0.0 -0.001
H 2.157 -4.962 -2.002 0.0 0.0 0.0 0.000
H 2.433 -5.337 2.183 0.0 0.0 0.0 0.000
H -5.747 1.943 1.291 0.0 0.0 0.0 0.000
H 0.412 -3.041 -4.733 0.0 0.0 0.0 0.000
H -4.361 1.591 2.340 0.0 -0.1 0.0 0.000
H 2.965 -6.611 1.091 0.0 0.0 0.0 0.000
H -4.589 -2.306 -4.808 0.0 0.0 0.0 0.002
H 1.475 -0.877 -4.223 0.0 0.0 0.0 0.000
H 3.486 -3.853 -2.360 0.0 0.0 0.0 0.000
H 1.142 -2.540 4.819 0.0 0.0 0.0 0.000
H 3.198 -3.033 3.558 -0.1 0.0 0.1 0.000
H 3.395 0.259 -3.215 -0.1 0.0 0.0 -0.001
H -2.999 -0.620 0.857 0.0 0.0 0.0 0.007
H 0.118 3.264 4.675 -0.1 0.0 0.0 0.000
H 5.698 -3.413 0.050 0.0 0.0 0.0 0.000
H -0.995 1.484 3.332 0.0 0.0 -0.1 0.000
H -2.187 -2.030 1.572 0.1 0.0 -0.1 0.000
H -3.514 3.902 2.063 0.0 0.0 0.0 0.000
H -3.915 3.511 -0.749 0.0 0.0 -0.1 0.000
H -1.339 0.338 -3.910 0.0 0.0 0.0 0.003
H 5.298 -4.018 1.661 0.0 0.0 0.0 0.000
H 1.781 4.734 3.512 0.0 0.0 0.0 0.000
H -0.615 -4.379 -2.870 0.0 0.0 0.1 0.000
H 3.543 -1.269 1.756 0.0 0.0 0.0 0.000
H -5.599 2.746 2.854 0.0 0.0 0.0 0.000
H 3.811 -5.556 -2.051 0.0 0.0 0.0 0.000
H 4.140 2.536 -2.527 0.0 0.0 0.0 0.002
H 3.055 3.656 -0.629 0.1 -0.1 0.0 0.000
H 5.734 -5.142 0.379 0.0 0.0 0.0 0.000
H -4.937 4.328 1.108 0.1 0.1 0.0 0.000
H 2.495 4.145 1.232 0.0 0.0 0.1 0.000
H -2.529 -0.597 2.546 0.0 -0.1 0.0 0.003
H -2.737 -2.192 -0.954 0.0 0.0 0.0 0.008